Record 1
Computed, not measured: one molecule with the formula C4H6N2O3 at a distorted geometry, with wB97M-V/def2-TZVPD.

Output
Multiplicity: 1
E_HOMO (alpha / beta) in eV: -7.1 / -7.1
Energy relative to the best compared isomer or geometry (same formula, charge and spin) in kJ/mol: 438.7

Atoms and positions in Å:
C 0.320 -1.478 1.031
C -1.475 -0.601 -0.266
C 0.200 -0.032 0.286
N -2.373 -0.011 0.543
N 2.115 0.975 -0.720
C 1.015 0.102 -0.827
O 0.188 0.963 1.244
O 0.155 -2.619 0.972
O -1.686 -1.247 -1.256
H 1.067 1.384 1.165
H -2.044 0.588 1.284
H -3.345 0.027 0.272
H 1.932 1.924 -1.014
H 2.998 0.632 -1.077
H 0.936 -0.607 -1.638



Record 2
Computed, not measured: C3H4AuO3 as an isolated structure at a distorted geometry, with wB97M-V/def2-TZVPD.

Output
Multiplicity: 4
E_HOMO (alpha / beta) in eV: -7.0 / -8.9
Energy relative to the best compared isomer or geometry (same formula, charge and spin) in kJ/mol: 378.4

Atoms and positions in Å:
O -1.732 -1.423 7.766
C -1.209 -0.581 8.523
C -1.699 0.586 8.978
H -0.072 0.066 7.535
H -2.453 0.560 9.768
H -1.726 1.333 8.160
O 0.132 -0.577 5.308
C 0.067 0.537 6.032
O -1.119 1.129 5.878
Au -1.784 -0.624 5.434
H 0.901 1.230 5.783



Record 3
Computed, not measured: an isolated ion of composition C9H17BNO4 and charge +1 at a distorted geometry, with wB97M-V/def2-TZVPD.

Output
Multiplicity: 1
E_HOMO in eV: -13.8
Charge: +1
Energy relative to the best compared isomer or geometry (same formula, charge and spin) in kJ/mol: 154.9
Structure (SMILES): CC(C)(C)OC(=O)[C@]1(B(O)O)CC=C[NH2+]1

Atoms and positions in Å:
C -1.252 -1.380 2.475
C -1.568 -1.198 1.012
C -2.973 -0.630 0.875
C -1.309 -2.499 0.330
O -0.778 -0.084 0.452
C 0.515 0.244 0.712
O 1.055 0.219 1.799
C 1.148 0.787 -0.521
B 2.215 -0.385 -1.355
O 3.224 -0.976 -0.792
O 1.881 -0.550 -2.658
C 2.082 2.378 -0.282
C 1.200 3.210 -1.045
C 0.153 2.643 -1.602
N 0.192 1.175 -1.503
H -2.067 -1.764 3.189
H -0.512 -2.162 2.702
H -1.073 -0.288 2.886
H -2.985 0.301 1.448
H -3.728 -1.449 1.230
H -3.186 -0.386 -0.241
H -2.235 -3.110 0.415
H -1.117 -2.324 -0.803
H -0.499 -2.962 0.858
H 3.467 -1.042 0.197
H 2.434 -1.053 -3.145
H 3.011 1.868 -0.624
H 2.080 2.536 0.791
H 1.340 4.264 -1.092
H -0.480 3.306 -2.178
H -0.653 0.727 -1.160
H 0.417 0.585 -2.373



Record 4
Computed, not measured: one molecule with the formula C5H6Cl2N4O2 at a distorted geometry, with wB97M-V/def2-TZVPD.

Output
Multiplicity: 1
E_HOMO in eV: -8.5
Energy relative to the best compared isomer or geometry (same formula, charge and spin) in kJ/mol: 170.4
Structure (SMILES): N/C(=C/C=C(Cl)\N=C(/N)Cl)[N+](=O)[O-]

Atoms and positions in Å:
N 2.051 -0.091 0.748
C 0.740 -0.411 0.528
C -0.211 -0.621 1.691
C -1.510 -0.421 1.477
C -2.069 0.107 0.247
Cl -3.748 -0.121 0.189
N -1.526 0.802 -0.674
C -0.131 1.026 -0.786
N 0.342 0.982 -2.065
Cl 0.359 2.537 0.050
N 0.532 -1.310 -0.508
O 1.450 -1.358 -1.389
O -0.582 -1.856 -0.751
H 2.584 -0.336 -0.147
H 2.059 0.846 1.075
H 0.298 -0.844 2.710
H -2.162 -0.605 2.223
H 0.421 0.034 -2.396
H 1.105 1.643 -2.223



Record 5
Computed, not measured: a 2-piece molecular cluster, CH6NO2 overall, with wB97M-V/def2-TZVPD.

Output
Multiplicity: 1
E_HOMO in eV: -17.4
Charge: +1
Energy relative to the best compared isomer or geometry (same formula, charge and spin) in kJ/mol: 23.4

Atoms and positions in Å:
O 0.598 1.011 1.394
H 0.508 1.913 1.730
H 1.223 0.608 2.014
H -0.802 0.188 0.797
C -0.838 -0.732 -0.845
N 0.400 -0.500 -1.177
O -1.446 -0.150 0.119
H -1.331 -1.504 -1.414
H 0.924 0.185 -0.650
H 0.763 -1.018 -1.968



Record 6
Computed, not measured: a 2-piece molecular cluster, C5H10NO3 overall at a distorted geometry, with wB97M-V/def2-TZVPD.

Output
Multiplicity: 1
E_HOMO in eV: -4.4
Charge: -1
Energy relative to the best compared isomer or geometry (same formula, charge and spin) in kJ/mol: 65.0

Atoms and positions in Å:
C 1.533 -0.377 -2.543
C 2.083 -0.674 -1.173
O 1.777 0.198 -0.281
O 2.672 -1.737 -0.903
H 1.789 -1.084 -3.330
H 1.601 0.710 -2.643
H 0.460 -0.613 -2.338
C -1.675 -0.154 1.588
C -0.253 -0.770 1.488
C -1.798 1.271 1.013
O -2.852 1.884 1.025
N -0.733 1.627 0.238
H -2.350 -0.841 1.104
H -1.874 -0.020 2.661
H -0.074 -0.920 0.433
H -0.314 -1.737 2.002
H -0.633 2.442 -0.349
H 0.071 1.006 0.105
H 0.572 -0.209 1.903



Record 7
Computed, not measured: CH4N4O as an isolated structure at a distorted geometry, with wB97M-V/def2-TZVPD.

Output
Multiplicity: 1
E_HOMO (alpha / beta) in eV: -9.1 / -9.1
Energy relative to the best compared isomer or geometry (same formula, charge and spin) in kJ/mol: 556.0

Atoms and positions in Å:
C 0.319 -0.003 0.717
N -0.838 -2.368 -1.149
N 0.365 -2.138 -0.591
N -1.400 -1.434 -0.423
N -0.166 -1.048 0.067
O 0.919 1.244 -0.994
H -0.313 0.852 1.158
H 1.422 0.042 0.993
H -2.214 -0.875 -0.785
H 1.831 1.155 -0.787



Record 8
Computed, not measured: one molecule with the formula C2H4NPS at a distorted geometry, with wB97M-V/def2-TZVPD.

Output
Multiplicity: 1
E_HOMO (alpha / beta) in eV: -8.5 / -9.2
Energy relative to the best compared isomer or geometry (same formula, charge and spin) in kJ/mol: 559.0

Atoms and positions in Å:
C -1.043 -0.152 -0.983
C 0.696 -0.301 0.566
N -0.513 2.147 -1.029
P -0.388 1.202 0.151
S 0.407 -0.956 -1.144
H -1.194 0.502 -1.845
H 1.799 -0.183 0.818
H 0.149 -0.940 1.332
H -0.909 1.504 1.438



Record 9
Computed, not measured: C17H21MnN6O4S as an isolated structure, with wB97M-V/def2-TZVPD.

Output
Multiplicity: 5
E_HOMO (alpha / beta) in eV: -6.4 / -6.4
Energy relative to the best compared isomer or geometry (same formula, charge and spin) in kJ/mol: 114.0

Atoms and positions in Å:
Mn 0.495 0.174 0.549
O -3.107 -0.081 0.555
C -2.411 -0.228 -0.442
O -1.108 -0.147 -0.380
C -3.034 -0.405 -1.789
C -4.305 0.166 -1.918
C -5.002 0.131 -3.107
C -4.423 -0.508 -4.199
C -3.184 -1.099 -4.079
C -2.451 -1.074 -2.880
S -0.935 -1.948 -2.860
H -4.726 0.649 -1.048
H -5.977 0.591 -3.187
H -4.947 -0.554 -5.145
H -2.746 -1.617 -4.922
C -1.188 1.094 2.585
N -0.311 -0.100 2.487
C -1.129 -1.321 2.629
C 0.735 -0.055 3.545
C 2.040 0.422 2.986
C 3.106 0.729 3.826
C 4.324 1.103 3.288
C 4.478 1.164 1.908
C 3.411 0.866 1.075
C 2.169 0.494 1.598
H -1.606 1.166 3.594
H -1.999 0.994 1.864
H -0.605 1.995 2.380
H -1.541 -1.370 3.643
H -0.503 -2.196 2.457
H -1.943 -1.290 1.907
H 0.854 -1.063 3.949
H 0.391 0.581 4.367
H 2.979 0.673 4.901
H 5.152 1.345 3.939
H 5.429 1.451 1.480
H 3.561 0.921 0.005
N 1.234 -1.831 -0.701
N 2.027 -1.438 -1.808
C 1.837 -0.158 -2.217
N 2.178 0.211 -3.446
N 1.452 0.662 -1.238
N 1.183 1.967 -1.423
O 0.659 2.469 -0.428
O 1.457 2.565 -2.442
H 1.634 -2.681 -0.319
H 0.283 -2.003 -1.097
H 2.021 -2.107 -2.574
H 2.118 -0.482 -4.176
H 1.973 1.174 -3.691



Record 10
Computed, not measured: one molecule with the formula C15H36N2O6P2 at a distorted geometry, with wB97M-V/def2-TZVPD.

Output
Multiplicity: 1
E_HOMO in eV: -8.6
Energy relative to the best compared isomer or geometry (same formula, charge and spin) in kJ/mol: 0.0
Structure (SMILES): CCCCN(CCNP(=O)(OCC)OCC)CP(=O)(OCC)OCC

Atoms and positions in Å:
C -1.736 -4.123 1.813
C -1.922 -2.897 0.927
C -2.058 -3.275 -0.545
C -2.147 -2.040 -1.440
N -0.941 -1.236 -1.412
C 0.229 -1.842 -2.025
C 1.254 -2.239 -0.951
N 1.515 -1.162 -0.019
P 2.580 0.022 -0.493
O 3.641 -0.399 -1.413
O 3.156 0.657 0.877
C 4.340 0.085 1.407
C 4.051 -1.207 2.151
O 1.627 1.209 -0.997
C 2.169 2.494 -1.291
C 1.783 3.481 -0.204
C -1.186 0.135 -1.777
P -1.823 1.120 -0.367
O -1.643 2.577 -0.398
O -1.130 0.395 0.888
C -0.954 1.123 2.099
C 0.325 0.671 2.780
O -3.393 0.711 -0.278
C -4.369 1.718 -0.054
C -4.674 1.879 1.427
H -2.580 -4.802 1.711
H -0.831 -4.661 1.538
H -1.656 -3.833 2.858
H -2.815 -2.351 1.237
H -1.072 -2.225 1.040
H -2.965 -3.868 -0.688
H -1.211 -3.894 -0.847
H -2.389 -2.355 -2.473
H -2.960 -1.410 -1.077
H 0.717 -1.130 -2.697
H -0.047 -2.726 -2.612
H 2.201 -2.497 -1.429
H 0.895 -3.095 -0.375
H 0.646 -0.774 0.335
H 5.039 -0.105 0.586
H 4.760 0.842 2.077
H 3.334 -1.029 2.948
H 3.630 -1.931 1.457
H 4.970 -1.603 2.575
H 1.742 2.798 -2.252
H 3.256 2.416 -1.393
H 0.700 3.499 -0.109
H 2.217 3.176 0.745
H 2.140 4.475 -0.461
H -0.253 0.627 -2.043
H -1.889 0.249 -2.620
H -0.913 2.194 1.867
H -1.819 0.934 2.747
H 0.449 1.214 3.714
H 1.180 0.861 2.139
H 0.277 -0.395 2.994
H -4.008 2.665 -0.465
H -5.261 1.396 -0.600
H -3.796 2.264 1.941
H -5.496 2.577 1.559
H -4.946 0.920 1.861



Record 11
Computed, not measured: C30H16Cl2F5IrN8O2S2Se as an isolated structure at a distorted geometry, with wB97M-V/def2-TZVPD.

Output
Multiplicity: 2
E_HOMO (alpha / beta) in eV: -9.7 / -9.7
Charge: +1
Energy relative to the best compared isomer or geometry (same formula, charge and spin) in kJ/mol: 0.0

Atoms and positions in Å:
Ir -1.080 -0.222 0.193
Cl -1.905 6.390 -1.902
C -1.435 5.024 -0.959
C -2.021 3.794 -1.260
C -1.655 2.690 -0.515
N -2.001 1.348 -0.773
C -2.452 1.030 -2.031
O -3.377 1.524 -2.634
C -1.491 0.054 -2.665
C -1.372 -0.110 -4.028
C -0.271 -0.797 -4.517
C 0.664 -1.288 -3.620
C 0.468 -1.103 -2.263
N -0.599 -0.455 -1.794
C -0.708 2.813 0.529
C -0.134 4.039 0.819
C -0.503 5.147 0.060
Cl 0.227 6.666 0.427
N -0.551 1.614 1.213
C -0.290 1.609 2.539
O 0.108 2.508 3.253
C -0.826 0.332 3.139
C -0.710 0.079 4.495
C -1.250 -1.083 5.009
C -1.895 -1.951 4.135
C -1.961 -1.635 2.796
N -1.445 -0.505 2.290
H -2.745 3.735 -2.057
H -2.123 0.329 -4.669
H -0.129 -0.924 -5.581
H 1.558 -1.794 -3.955
H 1.183 -1.466 -1.542
H 0.571 4.141 1.627
H -0.196 0.818 5.094
H -1.175 -1.316 6.063
H -2.351 -2.868 4.480
H -2.475 -2.293 2.108
N -4.487 -0.218 -0.325
C -3.853 -1.377 -0.518
N -2.564 -1.578 -0.285
C -2.214 -2.920 -0.424
C -3.207 -3.724 -0.841
S -4.666 -2.815 -1.028
C -0.854 -3.215 0.017
C -0.169 -4.375 0.025
S 1.405 -4.133 0.699
C 1.042 -2.463 0.936
N -0.162 -2.122 0.533
N 1.884 -1.602 1.530
H -3.912 0.612 -0.203
H -5.412 -0.083 -0.696
H -3.193 -4.788 -1.005
H -0.481 -5.343 -0.325
H 2.844 -1.844 1.701
H 1.643 -0.619 1.527
F 7.847 -0.202 -0.732
C 6.589 0.166 -0.573
C 5.613 -0.320 -1.435
F 5.948 -1.155 -2.412
C 4.303 0.074 -1.260
F 3.400 -0.421 -2.114
C 3.908 0.942 -0.239
Se 2.132 1.520 -0.020
C 4.918 1.401 0.615
F 4.630 2.220 1.616
C 6.242 1.029 0.456
F 7.178 1.483 1.278



Record 12
Computed, not measured: one molecule with the formula C3H3NO2 at a distorted geometry, with wB97M-V/def2-TZVPD.

Output
Multiplicity: 1
E_HOMO in eV: -8.8
Energy relative to the best compared isomer or geometry (same formula, charge and spin) in kJ/mol: 226.9
Structure (SMILES): Oc1cnco1

Atoms and positions in Å:
O -1.985 -0.382 -0.123
C -0.664 -0.174 -0.137
C 0.065 0.952 -0.081
N 1.380 0.558 -0.111
C 1.401 -0.749 -0.012
O 0.093 -1.227 -0.037
H -2.291 0.545 0.477
H -0.217 2.032 0.072
H 2.218 -1.556 -0.047



Record 13
Computed, not measured: C28H27MnN6O2 as an isolated structure at a distorted geometry, with wB97M-V/def2-TZVPD.

Output
Multiplicity: 6
E_HOMO (alpha / beta) in eV: -1.9 / -3.6
Charge: -1
Energy relative to the best compared isomer or geometry (same formula, charge and spin) in kJ/mol: 33.8

Atoms and positions in Å:
Mn 0.367 -0.626 0.880
O 5.042 1.806 0.434
C 4.186 2.845 0.499
C 4.704 4.137 0.533
C 3.865 5.237 0.596
C 2.488 5.065 0.616
C 1.962 3.791 0.601
C 2.788 2.667 0.551
C 2.183 1.340 0.613
O 0.928 1.204 0.873
N 2.936 0.270 0.426
N 2.216 -0.884 0.547
C 2.968 -1.985 0.413
C 2.560 -3.290 0.636
C 3.505 -4.341 0.495
C 3.217 -5.625 0.852
C 1.945 -5.894 1.417
C 1.029 -4.890 1.480
N 1.264 -3.620 1.049
H 4.487 0.982 0.417
H 5.778 4.250 0.521
H 4.285 6.233 0.634
H 1.832 5.920 0.663
H 0.893 3.629 0.628
H 4.013 -1.818 0.170
H 4.475 -4.079 0.096
H 3.936 -6.419 0.720
H 1.703 -6.879 1.778
H 0.041 -5.071 1.872
N -5.796 5.893 -3.908
C -5.257 5.247 -3.110
C -4.613 4.450 -2.175
C -3.462 3.709 -2.536
C -2.867 2.861 -1.651
C -3.383 2.681 -0.344
C -4.488 3.476 0.039
C -5.084 4.332 -0.843
N -2.844 1.729 0.504
C -3.263 1.358 1.764
C -2.455 0.330 2.171
N -1.549 0.043 1.204
C -1.805 0.904 0.214
H -3.059 3.823 -3.533
H -1.988 2.320 -1.966
H -4.874 3.408 1.046
H -5.930 4.932 -0.534
H -4.076 1.830 2.275
H -2.485 -0.220 3.094
H -1.237 0.967 -0.695
C 0.359 -4.000 -1.455
C -0.548 -3.126 -0.582
C -1.868 -3.871 -0.339
C -0.870 -1.852 -1.385
C 0.130 -2.733 0.796
H -0.137 -4.221 -2.399
H 0.592 -4.947 -0.975
H 1.290 -3.480 -1.668
H -2.391 -4.040 -1.280
H -2.516 -3.289 0.314
H -1.688 -4.839 0.126
H -1.080 -2.092 -2.426
H 0.002 -1.160 -1.362
H -1.747 -1.358 -0.967
H -0.604 -3.016 1.576



Record 14
Computed, not measured: a 2-piece molecular cluster, C2Cl5FO overall at a distorted geometry, with wB97M-V/def2-TZVPD.

Output
Multiplicity: 1
E_HOMO in eV: -10.1
Energy relative to the best compared isomer or geometry (same formula, charge and spin) in kJ/mol: 26.9

Atoms and positions in Å:
C 0.694 -0.385 0.176
C -1.298 0.204 -0.233
O 1.308 0.743 -0.203
F 0.624 -0.578 1.459
Cl 1.044 -1.869 -0.729
Cl -1.824 -0.147 -1.841
Cl -2.209 -0.767 0.938
Cl -1.363 1.910 0.229
Cl 3.023 0.888 0.204



Record 15
Computed, not measured: a 21-piece molecular cluster, C16H49Br2N3O22 overall at a distorted geometry, with wB97M-V/def2-TZVPD.

Output
Multiplicity: 1
E_HOMO in eV: -8.3

Atoms and positions in Å:
O -2.131 -0.809 -3.430
O 2.434 -2.370 -0.002
Br 2.606 4.557 -4.298
Br -1.499 0.345 5.975
N -1.493 -1.148 -2.461
C 1.458 -2.016 0.621
C -0.416 -0.370 -2.074
C 0.344 -0.555 -0.970
C 0.428 2.728 -4.399
C -1.979 -0.069 3.148
C -0.281 1.562 -3.977
C 1.949 2.442 -2.497
C 0.222 -0.689 3.818
C -1.760 -0.576 1.850
C 1.549 3.124 -3.669
C -1.047 -0.236 4.165
C 0.122 0.810 -2.859
C 1.218 1.296 -2.119
C 0.554 -1.093 2.545
C -0.371 -0.986 1.509
N 1.349 0.448 -0.977
N 1.691 -1.614 1.922
C 0.104 -1.566 0.190
H 0.187 3.248 -5.352
H -2.941 0.395 3.285
H -1.033 1.113 -4.662
H 2.798 2.815 -1.896
H 0.958 -0.756 4.550
H -2.555 -0.555 1.124
H 1.935 0.635 -0.159
H 2.603 -1.829 2.322
H -0.387 -2.472 -0.115
O 5.344 3.143 -2.270
H 6.326 3.218 -2.498
H 5.249 2.507 -1.489
O 4.354 -1.351 3.452
H 5.281 -0.951 3.396
H 4.226 -1.721 4.385
O 4.815 -0.850 -0.383
H 4.210 -1.555 0.018
H 5.772 -1.170 -0.298
O -1.325 4.548 -7.392
H -0.847 4.246 -8.231
H -1.213 5.550 -7.309
O -4.437 -1.333 -1.183
H -3.669 -1.896 -1.523
H -4.286 -0.379 -1.484
O -3.998 1.142 -2.631
H -3.418 0.450 -3.087
H -3.777 2.048 -3.024
O 2.916 0.878 4.129
H 3.139 -0.101 4.002
H 3.278 1.170 5.027
O 4.917 -3.629 1.805
H 4.797 -2.803 2.375
H 4.061 -4.167 1.844
O 2.315 1.472 1.516
H 2.597 1.159 2.436
H 1.360 1.800 1.573
O -2.700 -3.703 1.368
H -3.554 -3.234 1.642
H -2.679 -3.754 0.358
O 4.285 1.815 -0.051
H 3.530 1.734 0.617
H 4.398 0.920 -0.510
O -1.686 -4.528 -1.378
H -2.653 -4.719 -1.604
H -1.201 -4.301 -2.237
O -5.036 1.351 4.370
H -5.820 1.479 4.996
H -4.350 2.067 4.573
O -2.757 2.273 0.148
H -3.560 2.519 0.712
H -3.041 2.278 -0.824
O 1.961 -3.904 4.140
H 2.327 -4.392 3.333
H 2.400 -4.289 4.966
O -4.901 -2.001 1.584
H -5.290 -2.840 1.174
H -5.175 -1.214 1.012
O -3.164 2.717 -6.212
H -2.940 1.754 -6.428
H -2.606 3.312 -6.810
O -0.176 -2.586 6.752
H -1.076 -2.734 6.314
H 0.493 -2.356 6.029
O -4.711 -1.473 4.232
H -5.026 -0.545 4.485
H -4.803 -1.574 3.229
O 1.620 3.872 -7.921
H 1.860 4.086 -8.881
H 1.424 4.742 -7.444